(1)
The following is a quantum chemistry calculation of CsO4S as an isolated structure at a distorted geometry, from OMol25.

Geometry as XYZ:
```
6
Properties=species:S:1:pos:R:3:forces:R:3:nbo_charge:R:1
Cs -13.392 10.735 41.637 0.4 0.1 -0.6 0.793
S -10.277 11.509 36.670 0.4 -0.3 -2.8 2.645
O -10.302 10.489 35.642 0.0 -1.6 -2.1 -1.105
O -9.743 10.936 37.837 2.2 -2.7 5.9 -1.105
O -9.401 12.594 36.321 1.6 2.6 -1.2 -1.081
O -11.606 11.946 36.909 -4.6 1.9 1.0 -1.148
```
Positions in Å, forces in eV/Å.

As for the highest occupied orbital energy: -0.05528 hartree. As for the charge: -1. As for the energy relative to the best compared isomer or geometry (same formula, charge and spin): 4.087 eV. For the orbital gap, the calculation gives 0.06904 Eh. The multiplicity is 1.



(2)
The following is a quantum chemistry calculation of C23H15BCl56FInNO as an isolated structure at a distorted geometry, from OMol25.

Geometry as XYZ:
```
99
Properties=species:S:1:pos:R:3:forces:R:3:mulliken_charge:R:1
C -0.283 -1.188 2.810 -1.0 0.3 -0.9 -0.104
C 0.513 -1.969 1.608 -0.5 0.7 -0.4 0.026
B 2.042 -2.447 1.976 -0.2 -0.2 -1.9 -0.361
O 2.908 -2.869 0.818 -2.0 -2.0 1.9 -0.384
In 2.973 -2.573 4.040 0.7 -0.3 0.6 1.141
C 1.479 -3.020 5.717 -2.6 -1.3 2.7 -0.137
C 1.023 -4.551 6.024 -1.9 4.9 3.3 -0.400
C 0.003 -4.584 7.289 1.8 2.8 -1.2 -0.320
C -0.409 -3.220 8.025 0.5 -0.5 -0.8 -0.276
N -0.057 -1.798 7.750 2.4 -6.2 -3.7 -0.556
C 0.879 -1.819 6.593 -0.4 -1.3 0.2 0.088
C 4.329 -0.768 4.530 -0.5 0.3 0.5 0.285
C 3.503 0.499 5.166 1.3 -0.4 0.3 -0.282
F 5.302 -1.205 5.598 -1.0 0.9 -1.6 -0.330
H -0.268 -1.725 3.850 0.3 1.1 -2.0 0.134
H 0.061 -0.049 2.858 -0.4 -2.9 0.2 -0.281
H -1.428 -1.143 2.480 2.3 0.0 0.8 0.238
H -0.140 -2.882 1.223 1.4 1.7 0.8 0.107
H 0.584 -1.225 0.687 -0.2 -1.4 1.6 -0.153
H 2.961 -3.880 0.954 0.4 2.3 -0.2 0.249
H 4.112 -4.005 4.011 -0.3 0.3 0.1 -0.402
H 1.398 -5.480 5.421 -0.8 2.0 1.4 0.302
H -0.433 -5.615 7.668 1.4 3.0 -0.2 0.442
H -1.133 -3.351 8.968 1.7 0.3 -2.3 0.241
H 1.248 -0.731 6.261 -0.9 -2.6 0.9 0.143
H 4.943 -0.515 3.554 -0.9 -0.1 2.2 -0.259
H 3.425 0.322 6.344 0.1 0.3 -2.6 0.237
H 2.425 0.569 4.715 2.2 -0.1 0.8 -0.286
H 4.157 1.466 4.987 -1.6 -1.5 0.4 0.268
C -2.229 -0.201 -1.421 0.3 -0.1 0.2 -0.062
Cl -3.711 0.596 -2.007 0.2 0.0 0.2 -0.058
Cl -0.969 -0.109 -2.678 0.1 0.2 0.6 0.076
Cl -1.658 0.620 0.054 -0.2 -0.2 -0.5 0.086
Cl -2.578 -1.909 -1.053 0.1 0.4 -0.1 -0.049
C -0.006 3.284 3.371 0.1 0.0 0.0 0.264
Cl -1.182 1.985 3.045 0.1 0.7 0.2 -0.071
Cl -0.136 4.533 2.108 -0.1 -0.2 0.4 -0.071
Cl -0.349 4.009 4.962 0.1 -0.2 -0.4 -0.115
Cl 1.642 2.606 3.370 -0.6 0.3 -0.1 -0.047
C -2.863 -2.185 -5.844 -0.2 0.0 0.2 0.069
Cl -1.392 -1.604 -6.665 0.1 -0.7 0.5 -0.022
Cl -4.218 -2.210 -7.001 0.2 -0.2 0.3 -0.072
Cl -2.585 -3.830 -5.220 0.0 0.4 -0.2 -0.051
Cl -3.258 -1.095 -4.492 -0.3 -0.6 -1.0 0.081
C 0.133 -6.966 -4.363 0.0 0.1 0.1 0.263
Cl -1.326 -7.913 -3.976 0.3 0.2 -0.1 -0.098
Cl 0.295 -5.624 -3.203 0.0 -0.3 -0.3 -0.015
Cl 1.568 -8.016 -4.260 -0.3 0.3 0.0 -0.101
Cl -0.006 -6.310 -6.014 0.0 -0.2 0.4 -0.079
C -3.727 1.844 -8.601 0.2 0.0 0.0 0.226
Cl -5.427 1.523 -8.174 0.3 0.1 -0.1 -0.116
Cl -3.572 1.968 -10.371 -0.1 0.0 0.4 -0.105
Cl -3.205 3.374 -7.850 -0.1 -0.4 -0.2 -0.080
Cl -2.704 0.512 -8.007 -0.5 1.0 -0.4 0.056
C 2.381 4.575 -0.866 0.0 -0.2 0.1 0.144
Cl 1.061 3.379 -0.832 0.4 0.2 -0.2 0.059
Cl 1.693 6.217 -0.940 0.1 -0.3 0.0 -0.108
Cl 3.369 4.412 0.608 -0.2 0.1 -0.4 -0.052
Cl 3.401 4.293 -2.299 -0.3 0.4 0.2 -0.086
C -5.724 6.936 -6.878 0.0 -0.1 0.0 0.258
Cl -6.038 5.301 -7.513 0.0 0.5 0.2 -0.029
Cl -4.229 7.578 -7.605 -0.3 -0.2 0.2 -0.103
Cl -7.090 8.004 -7.287 0.3 -0.2 0.1 -0.108
Cl -5.539 6.860 -5.108 -0.1 0.0 -0.5 -0.011
C 4.567 -0.155 -1.037 -0.2 0.0 0.4 0.015
Cl 5.867 -0.913 -1.990 -0.5 -0.5 0.2 -0.156
Cl 3.001 -0.875 -1.489 0.5 0.3 0.1 -0.008
Cl 4.866 -0.426 0.698 0.0 0.2 -0.6 0.005
Cl 4.532 1.596 -1.367 -0.3 -0.6 0.2 0.127
C 8.788 -1.838 5.771 -0.4 0.0 -0.1 0.319
Cl 8.277 -0.168 6.124 0.2 -0.4 -0.1 -0.089
Cl 8.225 -2.301 4.145 0.2 0.1 0.5 -0.061
Cl 10.565 -1.941 5.836 -0.2 0.0 0.0 -0.130
Cl 8.084 -2.942 6.980 0.2 0.3 -0.3 -0.091
C -7.632 4.950 -1.805 0.0 -0.1 0.0 0.264
Cl -8.563 5.077 -3.319 0.4 -0.4 0.3 -0.074
Cl -6.779 3.386 -1.762 -0.2 0.4 0.0 -0.025
Cl -6.445 6.276 -1.725 -0.3 -0.3 0.0 -0.090
Cl -8.741 5.060 -0.415 0.4 -0.3 -0.4 -0.074
C -10.737 8.298 -1.543 0.1 0.0 0.0 0.311
Cl -12.057 7.102 -1.509 0.3 0.3 0.0 -0.091
Cl -11.426 9.940 -1.618 0.1 -0.4 0.0 -0.107
Cl -9.750 8.135 -0.070 -0.3 0.3 -0.3 -0.078
Cl -9.717 8.017 -2.977 -0.4 0.4 0.5 -0.035
C -2.719 -7.861 6.077 0.2 0.1 -0.2 0.274
Cl -3.650 -7.734 4.564 0.1 -0.1 0.3 -0.108
Cl -1.866 -9.425 6.120 -0.2 0.3 0.0 -0.117
Cl -1.532 -6.535 6.158 -1.2 -1.1 -0.6 -0.053
Cl -3.828 -7.751 7.468 0.2 0.0 -0.3 -0.119
C 7.820 3.086 -2.998 0.1 -0.2 0.1 0.265
Cl 7.427 1.389 -2.625 0.6 1.0 -0.4 -0.006
Cl 9.575 3.246 -3.258 -0.3 0.0 0.0 -0.118
Cl 6.953 3.587 -4.471 0.1 -0.1 0.3 -0.106
Cl 7.325 4.123 -1.636 0.1 -0.2 -0.3 -0.076
C 2.727 -1.816 -6.249 0.0 0.0 0.2 0.186
Cl 2.334 -3.514 -5.876 0.1 0.4 -0.1 -0.014
Cl 4.482 -1.656 -6.509 -0.4 0.0 0.1 -0.109
Cl 1.859 -1.316 -7.722 0.2 -0.1 0.2 -0.105
Cl 2.231 -0.779 -4.887 0.2 -0.3 -0.4 0.030
```
Positions in Å, forces in eV/Å.

As for the highest occupied orbital energy: -0.17697 hartree. As for the charge: -1. As for the energy relative to the best compared isomer or geometry (same formula, charge and spin): 6.900 eV. For the orbital gap, the calculation gives 0.20959 Eh. The multiplicity is 1.



(3)
The following is a quantum chemistry calculation of a 2-piece molecular cluster, C3H12NOS overall at a distorted geometry, from OMol25.

Geometry as XYZ:
```
18
Properties=species:S:1:pos:R:3:forces:R:3:nbo_charge:R:1
C -0.592 0.074 0.266 -1.3 0.6 0.9 -0.193
C 0.818 0.329 0.751 -0.3 -0.2 -0.1 -0.450
C 1.621 -0.954 0.969 0.9 0.9 0.4 -0.506
S 3.371 -0.429 1.168 0.0 0.2 0.0 -0.031
N -1.329 1.426 0.121 1.1 0.3 -0.6 -0.672
H -1.244 -0.356 1.032 0.5 -0.6 -0.1 0.214
H -0.709 -0.463 -0.667 0.2 0.1 -0.1 0.243
H 1.301 0.985 0.025 0.3 -0.1 0.1 0.231
H 0.776 0.835 1.718 0.0 0.3 -0.1 0.220
H 1.353 -1.417 1.912 -0.4 -0.3 -0.2 0.231
H 1.568 -1.622 0.137 -0.2 -0.5 -0.4 0.229
H 3.980 -1.444 0.552 -0.1 -0.2 0.0 0.148
H -1.087 1.956 -0.722 0.1 -0.3 -0.1 0.445
H -1.025 2.019 0.895 -0.4 0.0 0.2 0.438
H -2.336 1.331 0.102 -0.3 -0.1 0.2 0.446
H -1.786 -0.826 -3.428 0.0 0.4 -0.2 0.489
H -2.462 -1.090 -2.132 -0.3 0.0 0.0 0.467
O -2.216 -0.354 -2.701 0.4 -0.4 0.3 -0.950
```
Positions in Å, forces in eV/Å.

As for the highest occupied orbital energy: -0.45087 hartree. As for the charge: +1. As for the energy relative to the best compared isomer or geometry (same formula, charge and spin): 0.752 eV. For the orbital gap, the calculation gives 0.31871 Eh. The multiplicity is 1.



(4)
The following is a quantum chemistry calculation of a 10-piece molecular cluster, C33H65NO12 overall at a distorted geometry, from OMol25.

Geometry as XYZ:
```
111
Properties=species:S:1:pos:R:3:forces:R:3:mulliken_charge:R:1
C -1.651 2.557 -0.919 -2.6 -3.3 -0.9 -0.808
C -0.300 1.982 -1.125 3.5 3.6 -1.3 0.748
O 0.611 2.709 -1.633 -3.4 -4.0 2.1 -0.520
N 0.090 0.566 -0.681 5.9 7.7 -3.5 2.452
H 0.628 0.801 0.152 0.9 0.6 1.3 -0.590
H -0.432 -0.058 -0.266 -6.1 -5.3 2.0 -0.306
C 1.018 -0.034 -1.627 2.2 -4.5 -1.4 -0.103
H -1.780 3.355 -0.228 0.7 0.9 0.4 0.465
H -2.371 1.739 -0.460 1.2 1.4 -1.2 -0.093
H -1.981 2.862 -1.978 0.3 -0.3 1.7 0.233
H 1.144 -1.161 -1.246 -0.2 2.4 -0.7 -0.068
H 2.167 0.287 -1.883 -3.3 0.2 1.2 -0.516
H 0.433 -0.211 -2.544 0.7 0.3 0.0 0.640
O -1.553 -1.424 0.050 2.0 0.3 2.2 -1.319
H -2.119 -1.399 -0.678 -1.5 0.0 -1.7 -0.129
C 3.218 1.665 1.132 -0.9 -1.6 5.1 -1.536
C 2.240 1.329 2.429 -0.1 1.4 -3.9 0.617
C 2.154 2.539 3.363 0.1 -1.2 2.8 -1.510
O 0.920 1.023 1.771 2.0 0.5 1.8 -0.170
H 3.167 0.884 0.443 0.3 -1.7 -0.8 -0.118
H 4.172 1.772 1.653 0.2 0.5 -1.0 0.590
H 2.750 2.443 0.690 -0.6 3.2 -1.4 0.578
H 2.778 0.465 2.823 -1.0 -0.2 0.7 0.252
H 1.788 3.516 3.081 -0.1 -0.1 -1.1 0.314
H 3.170 2.661 3.733 0.3 0.4 -0.1 0.466
H 1.626 2.380 4.384 0.4 -0.4 -1.7 0.248
H 0.564 0.292 2.304 -0.5 -0.5 -0.3 0.099
C -4.897 0.727 2.931 4.3 -2.5 1.0 -2.076
C -4.125 -0.103 1.815 -3.2 6.5 0.4 0.101
C -4.997 0.003 0.576 7.0 2.5 -2.1 -0.959
O -2.924 0.547 1.549 1.7 -1.0 0.1 0.174
H -5.848 0.565 3.105 -5.4 -2.9 0.1 0.736
H -5.155 1.610 2.542 0.7 4.6 -1.1 0.543
H -4.642 0.652 4.018 1.2 0.7 -1.0 0.348
H -3.957 -0.953 2.264 0.8 -5.3 1.4 0.655
H -5.017 1.175 0.321 0.0 -2.8 0.2 0.235
H -5.875 -0.362 0.738 -5.6 -2.2 0.6 0.875
H -4.388 -0.625 -0.197 -1.4 1.4 0.8 -0.368
H -2.343 -0.238 1.319 -0.1 1.0 -0.5 0.036
C 5.023 3.130 -1.364 -1.3 2.7 1.5 -1.383
C 4.770 1.924 -2.213 -0.3 -3.1 3.6 2.352
C 4.132 2.126 -3.479 -1.4 2.6 -1.5 -1.544
O 5.996 1.241 -2.359 1.3 0.3 0.4 -0.643
H 4.057 3.771 -1.305 0.9 -1.6 0.5 0.242
H 5.536 3.937 -1.896 1.0 -0.6 -0.2 0.425
H 5.470 3.018 -0.282 -0.9 -0.2 -2.4 0.230
H 4.020 1.194 -1.587 1.6 1.5 -1.1 -1.003
H 4.631 2.899 -4.145 -0.8 -0.9 0.8 0.276
H 3.084 2.307 -3.250 -0.3 1.3 -0.1 0.319
H 3.934 1.234 -3.970 0.7 -2.0 -1.3 0.466
H 5.914 0.321 -2.600 -0.5 -0.2 -0.2 0.347
C 0.686 -2.993 -5.219 -3.0 -0.9 -2.6 -1.230
C 0.161 -3.761 -4.001 -0.6 -2.2 1.1 0.370
C 1.201 -4.868 -3.499 1.5 2.2 -2.8 -1.150
O -0.084 -2.785 -3.028 -1.1 0.8 1.8 -0.192
H 0.943 -3.695 -6.115 -0.6 1.2 1.6 0.343
H 1.576 -2.578 -4.886 1.7 1.3 0.3 0.390
H -0.095 -2.148 -5.633 2.0 -2.2 1.3 0.182
H -0.750 -4.405 -4.180 0.4 1.1 -0.2 0.264
H 2.252 -4.362 -3.724 -1.7 -1.2 1.5 0.183
H 1.129 -5.475 -4.405 0.2 -1.0 0.4 0.476
H 1.056 -5.465 -2.567 0.1 1.0 -0.8 0.286
H -0.661 -3.052 -2.251 1.1 0.1 -1.5 0.154
C 2.696 -4.358 0.083 -2.8 -0.1 -1.1 -1.145
C 3.334 -3.207 -0.758 -1.0 -0.2 1.9 1.146
C 3.669 -1.953 0.134 -1.6 -1.8 -4.9 -1.639
O 4.489 -3.545 -1.452 -1.7 -0.1 -2.6 -0.562
H 2.604 -5.296 -0.580 0.4 1.3 1.1 0.348
H 1.511 -4.011 0.201 3.0 -1.0 0.2 0.099
H 3.137 -4.569 1.054 0.0 -0.1 0.1 0.365
H 2.468 -3.181 -1.396 0.3 1.5 -1.3 -0.325
H 4.400 -2.262 0.720 3.0 -1.5 3.6 1.110
H 2.785 -1.696 0.563 -2.1 1.5 1.8 -0.040
H 4.169 -1.237 -0.464 -0.2 1.2 -0.9 0.404
H 5.099 -3.669 -0.788 2.6 -0.6 2.0 0.366
C 1.338 -2.260 4.072 3.5 6.1 -0.7 -1.262
C 0.676 -2.504 2.793 -0.4 -2.1 -3.1 2.125
C -0.072 -3.829 2.887 -3.1 1.7 0.8 -2.025
O 0.018 -1.359 2.308 -0.1 1.4 3.2 -0.464
H 1.732 -2.989 4.654 0.0 -3.0 1.7 0.615
H 0.802 -1.455 4.676 0.6 -1.2 -0.7 0.150
H 2.489 -1.793 3.845 -3.0 -0.4 0.4 0.147
H 1.272 -2.680 1.878 1.3 -0.5 1.2 -1.163
H -1.079 -3.810 3.382 1.0 0.3 0.4 0.301
H 0.538 -4.544 3.307 1.4 -1.4 1.5 0.592
H -0.365 -4.293 2.009 -0.2 -0.3 -2.6 0.493
H -0.492 -1.478 1.533 -1.4 -0.9 -2.0 0.066
C -3.329 4.903 4.518 -0.7 -0.7 6.9 -0.514
C -3.167 4.490 6.020 1.9 -0.5 -8.9 -0.645
C -2.223 3.346 6.347 -1.6 -0.9 6.9 0.408
O -2.109 2.949 7.632 -0.5 2.3 -6.2 -0.595
C -1.554 2.616 5.344 2.5 -0.7 -5.0 -0.136
C -1.695 2.994 3.961 -0.7 -1.2 3.7 -0.023
C -2.720 4.065 3.500 2.4 -0.8 -0.3 0.423
O -2.775 4.292 2.304 -0.5 0.0 0.4 -0.520
H -3.924 5.825 4.224 0.8 -1.4 0.5 0.360
H -3.450 5.118 6.765 -1.1 1.5 2.1 0.485
H -0.753 1.801 5.664 -2.1 1.9 -0.7 0.240
H -1.166 2.449 3.162 -0.3 0.4 0.4 0.464
C -3.085 0.226 -3.449 -5.6 -5.3 6.4 0.368
C -4.538 -0.309 -3.125 6.4 2.7 -1.2 -0.372
C -5.687 0.370 -3.906 -0.3 -2.7 1.7 0.371
O -6.820 -0.027 -3.674 0.5 0.6 -0.3 -0.535
C -5.364 1.352 -4.905 6.2 2.6 -0.1 -0.624
C -3.969 1.736 -5.100 -5.3 0.5 -3.0 -0.343
C -2.831 1.122 -4.447 1.9 1.4 -3.2 0.423
O -1.678 1.307 -4.872 -1.1 0.2 0.6 -0.588
H -2.209 -0.058 -2.758 -1.5 0.0 -1.3 0.121
H -4.643 -1.082 -2.286 -0.2 1.4 -1.6 0.428
H -6.052 2.055 -5.315 -0.9 -0.4 -0.5 0.435
H -3.786 2.416 -6.058 -0.1 -1.2 2.6 0.285
```
Positions in Å, forces in eV/Å.

As for the highest occupied orbital energy: -0.32763 hartree. As for the charge: 0. As for the energy relative to the best compared isomer or geometry (same formula, charge and spin): 11.944 eV. For the orbital gap, the calculation gives 0.23822 Eh. The multiplicity is 1.